Here is a structure of composition C3H4FNO2S from the OMol25 dataset. Energies are from ωB97M-V with the def2-TZVPD basis set.

Computed properties:
Net charge: 0
Spin multiplicity: 1
LUMO level in eV: 0.43
E_HOMO in eV: -12.363
Energy above the lowest of the compared OMol25 structures with the same formula, charge and spin in kcal/mol: 20.60

Each line ends with the Löwdin charge.
Cartesian coordinates (Å):
C  -0.17  -1.65  0.01  -0.25
C  1.39  0.39  0.08  -0.03
C  0.08  -0.30  -0.44  -0.37
N  -0.23  -2.67  0.51  0.21
O  -1.50  0.29  1.50  -0.18
O  -2.38  0.10  -0.79  -0.21
F  -1.03  2.00  -0.06  -0.16
S  -1.40  0.45  0.15  0.60
H  1.08  0.90  0.93  0.06
H  2.14  -0.43  0.29  0.12
H  1.86  0.98  -0.62  0.06
H  0.15  -0.07  -1.55  0.17

***

Here is a cluster of 2 separate species, C4H5N3OS2 in total from the OMol25 dataset. Energies are from ωB97M-V with the def2-TZVPD basis set.

Computed properties:
Net charge: 0
Spin multiplicity: 3
<S²>: 2.0129
LUMO level (alpha / beta) in eV: 0.40 / -2.52
E_HOMO (alpha / beta) in eV: -7.075 / -8.674
Energy above the lowest of the compared OMol25 structures with the same formula, charge and spin in kcal/mol: 0.00

Each line ends with the Löwdin spin population.
Cartesian coordinates (Å):
C  -3.00  1.06  -0.11  0.04
C  -3.27  -0.25  0.18  0.01
C  -1.05  0.22  -0.32  0.62
C  1.48  -1.03  -0.02  0.05
N  -1.68  1.31  -0.38  0.11
N  2.80  -1.23  0.27  0.04
N  1.15  0.26  -0.34  0.61
O  0.68  -1.94  -0.06  0.04
S  -1.83  -1.22  0.10  0.08
S  1.78  1.62  0.29  0.36
H  -3.70  1.87  -0.13  0.00
H  -4.22  -0.68  0.42  0.00
H  3.47  -0.48  0.19  0.00
H  3.13  -2.17  0.35  0.00
H  1.78  2.33  -0.86  0.02

***

Here is the molecule C3H8N4O from the OMol25 dataset. Energies are from ωB97M-V with the def2-TZVPD basis set.

Computed properties:
Net charge: 0
Spin multiplicity: 1
LUMO level in eV: 0.83
E_HOMO in eV: -8.673
Energy above the lowest of the compared OMol25 structures with the same formula, charge and spin in kcal/mol: 67.42
SMILES: [H]/N=C/N=C(\NN)OC

Each line ends with the Löwdin charge.
Cartesian coordinates (Å):
H  2.95  1.69  0.59  0.04
N  2.04  1.24  0.58  0.04
C  1.75  0.97  -0.62  -0.35
N  0.50  0.55  -1.02  0.08
C  -0.21  -0.20  -0.08  -0.42
N  0.25  -0.55  1.12  -0.01
N  -0.67  -0.83  2.18  0.04
O  -1.42  -0.57  -0.44  -0.06
C  -1.86  -0.41  -1.78  -0.06
H  2.51  0.99  -1.43  0.12
H  1.16  -0.04  1.35  0.11
H  -0.97  -1.82  2.05  0.09
H  -1.51  -0.25  2.04  0.09
H  -1.03  -0.77  -2.47  0.11
H  -2.74  -1.02  -1.80  0.08
H  -2.05  0.69  -2.01  0.11

***

Here is a cluster of 14 separate species, C24H19BrCl56NO6P2S in total from the OMol25 dataset. Energies are from ωB97M-V with the def2-TZVPD basis set.

Computed properties:
Net charge: +1
Spin multiplicity: 1
LUMO level in eV: -4.07
E_HOMO in eV: -8.816

Each line ends with the Löwdin charge.
Cartesian coordinates (Å):
C  -5.87  2.75  0.23  -0.12
O  -4.83  2.08  -0.45  -0.21
C  -4.06  1.20  0.32  -0.18
C  -2.63  1.76  0.39  -0.22
C  -2.04  2.21  -0.87  0.08
N  -0.97  1.57  -1.20  0.00
C  -0.28  1.85  -2.48  -0.14
O  1.06  1.57  -2.34  -0.12
C  1.95  2.37  -3.09  -0.49
C  2.06  3.79  -2.66  0.01
O  2.55  1.85  -3.97  0.12
C  -0.66  0.50  -0.24  -0.50
P  -1.71  -0.99  -1.00  0.67
O  -0.78  -1.50  -2.23  -0.37
Br  -1.38  -2.58  0.50  0.45
P  1.14  0.08  0.10  0.19
O  1.57  -0.81  -1.14  -0.23
O  1.09  -1.00  1.26  -0.25
S  2.30  1.54  0.48  0.42
C  -1.47  0.93  1.04  -0.30
C  -0.71  1.91  1.93  -0.07
H  -6.18  3.59  -0.39  0.06
H  -6.74  2.11  0.38  0.05
H  -5.57  3.15  1.20  0.10
H  -4.08  0.19  -0.09  0.10
H  -4.43  1.13  1.35  0.14
H  -2.76  2.67  0.99  0.16
H  -2.44  2.99  -1.51  0.18
H  -0.73  1.22  -3.26  0.13
H  -0.48  2.89  -2.74  0.16
H  1.51  4.02  -1.75  0.09
H  3.12  4.02  -2.54  0.04
H  1.69  4.42  -3.47  0.09
H  -0.16  -0.84  -2.57  -0.02
H  1.51  -1.76  -0.94  0.10
H  0.28  -1.01  1.80  0.03
H  -1.88  0.08  1.58  0.10
H  -1.40  2.37  2.64  0.10
H  -0.23  2.68  1.33  0.07
H  0.09  1.43  2.49  0.07
C  3.95  7.35  -4.05  -2.06
Cl  2.45  8.20  -3.68  0.50
Cl  3.65  6.10  -5.25  0.54
Cl  5.14  8.49  -4.67  0.55
Cl  4.57  6.60  -2.57  0.52
C  -1.30  -3.43  4.68  -2.01
Cl  -0.53  -4.23  3.29  0.46
Cl  -2.45  -2.19  4.12  0.50
Cl  -2.15  -4.67  5.60  0.52
Cl  -0.08  -2.65  5.69  0.54
C  -9.48  4.74  -1.51  -2.05
Cl  -10.91  5.75  -1.63  0.55
Cl  -9.44  3.60  -2.86  0.51
Cl  -8.03  5.75  -1.56  0.52
Cl  -9.52  3.84  0.01  0.52
C  6.10  0.98  -1.38  -1.94
Cl  6.69  0.65  0.25  0.40
Cl  5.57  2.67  -1.48  0.50
Cl  7.37  0.70  -2.57  0.50
Cl  4.71  -0.06  -1.72  0.54
C  3.25  -4.65  3.47  -2.05
Cl  3.08  -2.90  3.57  0.50
Cl  2.70  -5.19  1.87  0.51
Cl  4.94  -5.11  3.69  0.55
Cl  2.25  -5.38  4.71  0.49
C  0.38  -8.37  7.43  -2.04
Cl  -1.03  -9.42  7.27  0.51
Cl  1.79  -9.16  6.74  0.54
Cl  0.07  -6.86  6.55  0.46
Cl  0.67  -8.01  9.13  0.55
C  -5.34  -7.59  5.36  -2.06
Cl  -4.03  -8.56  6.02  0.51
Cl  -4.94  -7.10  3.71  0.52
Cl  -6.83  -8.53  5.35  0.52
Cl  -5.58  -6.16  6.36  0.51
C  2.53  11.70  -0.89  -2.06
Cl  3.49  12.80  0.10  0.54
Cl  2.22  12.43  -2.47  0.53
Cl  3.39  10.18  -1.11  0.49
Cl  0.99  11.38  -0.08  0.52
C  1.10  -1.14  -6.60  -2.04
Cl  -0.42  -1.79  -7.20  0.54
Cl  2.30  -2.43  -6.50  0.55
Cl  1.67  0.13  -7.67  0.55
Cl  0.86  -0.46  -4.98  0.58
C  -10.15  -8.95  8.34  -2.07
Cl  -10.03  -10.69  8.59  0.53
Cl  -11.11  -8.23  9.64  0.53
Cl  -8.53  -8.24  8.34  0.49
Cl  -10.93  -8.62  6.79  0.52
C  8.74  -3.30  -3.40  -2.06
Cl  7.19  -2.56  -3.01  0.49
Cl  8.55  -4.40  -4.76  0.54
Cl  9.90  -2.03  -3.83  0.51
Cl  9.34  -4.19  -2.00  0.53
C  8.57  2.71  -5.68  -2.06
Cl  9.16  3.36  -7.21  0.54
Cl  8.82  3.89  -4.39  0.52
Cl  6.85  2.35  -5.82  0.51
Cl  9.45  1.23  -5.30  0.49
C  -6.79  0.60  -3.52  -2.05
Cl  -8.01  -0.09  -4.58  0.56
Cl  -5.41  -0.51  -3.39  0.51
Cl  -6.23  2.14  -4.18  0.52
Cl  -7.47  0.86  -1.92  0.55
C  6.95  -1.94  1.93  -1.96
Cl  5.74  -2.86  1.02  0.52
Cl  8.25  -3.03  2.43  0.53
Cl  7.61  -0.67  0.92  0.43
Cl  6.22  -1.22  3.36  0.54

***

| no. | largest force on an atom (eV/Å) |
| --- | --- |
| 1 | 4.4 |
| 2 | 2.2 |
| 3 | 5.3 |
| 4 | 16.3 |